No. 1
This record from OMol25 describes a molecular structure, C33H27BrGdN5O3S2 at a distorted geometry. The level of theory is ωB97M-V/def2-TZVPD.

The geometry in ORCA input format:
```
! wB97M-V def2-TZVPD RIJCOSX def2/J DEFGRID3
* xyz -2 8
Gd -6.0393 -14.4192 13.5172
Br -5.7786 -6.7279 13.4427
S -10.6183 -13.7463 10.8389
S -8.1056 -12.1834 10.7485
O -7.7677 -18.4509 14.5509
O -7.8108 -15.9688 14.0484
O -7.4067 -12.6176 13.8411
N -9.0846 -15.6509 12.1451
N -4.5079 -12.9338 14.5771
N -4.4317 -15.6290 15.2120
N -8.2103 -14.5732 11.8278
N -4.8383 -16.3503 12.1872
C -9.1022 -18.4048 14.3826
C -5.3238 -9.5753 13.3878
C -11.1984 -19.5235 14.5574
C -3.1545 -11.7078 10.6850
C -8.8409 -13.6322 11.2398
C -2.2998 -11.7861 9.5674
C -9.8684 -19.4379 14.8768
C -9.4736 -11.8326 9.5449
C -3.3923 -17.3857 16.5055
C -6.9812 -11.3713 13.7915
C -4.3711 -13.6382 9.9349
C -2.5100 -12.7648 8.6127
C -4.8301 -12.8372 12.1677
C -3.3514 -13.4608 14.8782
C -11.0595 -17.4995 13.2816
C -8.8132 -16.2698 13.2570
C -3.2654 -14.7976 15.4243
C -3.5897 -13.6876 8.7897
C -4.5904 -11.9708 13.4012
C -9.7180 -17.3591 13.6798
C -5.6930 -10.9547 13.4581
C -1.0612 -14.4652 16.2996
C -0.9278 -13.3202 15.5132
C -7.5564 -8.9678 13.7424
C -11.8520 -18.5702 13.7727
C -7.9409 -10.3092 13.9633
C -10.7908 -12.0851 10.1805
C -2.1895 -15.2929 16.1074
C -2.0491 -12.8210 14.7829
C -4.4591 -16.8832 15.6315
C -2.2762 -16.6534 16.7439
C -4.0960 -12.7038 10.9769
C -6.2786 -8.6142 13.5229
H -0.2974 -14.7550 16.9505
H -4.1739 -15.8677 11.4724
H -1.9786 -11.8508 14.2199
H -9.4081 -20.1409 15.6457
H -5.0883 -14.3839 10.1448
H -9.2968 -12.5131 8.7153
H -5.3145 -17.5257 15.7391
H -8.3312 -8.1554 13.6709
H -11.6457 -12.0466 9.5053
H -1.8098 -12.8073 7.7637
H -4.4214 -16.8404 13.0201
H -4.2853 -9.3181 13.3657
H -11.5999 -16.6734 12.6697
H -3.8501 -18.2948 16.9383
H -1.4722 -11.0423 9.3656
H -0.1220 -12.7381 15.5210
H -2.9653 -10.9559 11.4001
H -12.8312 -18.5689 13.5728
H -5.4730 -17.0490 11.6712
H -3.6871 -11.3827 13.2703
H -1.2999 -16.9776 17.2343
H -3.8767 -14.4768 8.0343
H -9.3593 -10.8365 9.1872
H -11.7759 -20.1788 15.0138
H -7.4534 -17.4941 14.4384
H -10.9207 -11.3835 10.9510
H -8.9825 -10.5971 14.2665
*
```

## Properties
Gap between HOMO and LUMO (spin up / spin down): 3.304 / 3.510 eV
E_tot: -160798.356 eV
E_HOMO (spin up / spin down): 0.66 / 0.45 eV
Strongest force on any atom: 5.8 eV Å⁻¹
Energy above the lowest of the compared OMol25 structures with the same formula, charge and spin: 0.0 kJ/mol


No. 2
This record from OMol25 describes C4H6N2 in the gas phase at a distorted geometry. The level of theory is ωB97M-V/def2-TZVPD.

The geometry in ORCA input format:
```
! wB97M-V def2-TZVPD RIJCOSX def2/J DEFGRID3
* xyz 0 1
N -0.6424 1.4001 0.0418
N 0.6480 1.5645 0.5488
C 0.5156 -0.4690 -0.5607
C 1.3351 0.5236 0.1473
C -0.8012 0.0458 -0.4327
C -0.4053 -1.1904 0.3940
H 2.4383 0.5895 0.3109
H -0.3854 -1.1795 1.5157
H -1.4527 0.0741 -1.2388
H -0.7024 -2.1241 0.0804
H -1.3886 1.7156 0.6816
H 0.8409 -0.9501 -1.4884
*
```

## Properties
Gap between HOMO and LUMO: 9.434 eV
SMILES: C1=NN[C@@H]2C[C@H]12
E_tot: -7222.824 eV
E_HOMO: -8.32 eV
Strongest force on any atom: 3.1 eV Å⁻¹
Energy above the lowest of the compared OMol25 structures with the same formula, charge and spin: 266.9 kJ/mol


No. 3
This record from OMol25 describes a molecular structure, C30H41CdN8O4S. The level of theory is ωB97M-V/def2-TZVPD.

The geometry in ORCA input format:
```
! wB97M-V def2-TZVPD RIJCOSX def2/J DEFGRID3
* xyz 1 1
Cd -0.7876 -0.6118 0.3466
S 2.0099 -0.4134 1.8456
O -4.7669 0.3937 0.6890
O -2.9607 -0.8357 0.2636
O 2.1107 -1.3370 0.7290
O 2.1249 -0.9638 3.1691
N 0.6367 0.3675 1.6020
N -5.6357 -1.9754 -0.1927
N -1.2917 1.2699 2.3794
N -7.6835 -1.0041 -0.6257
N -5.8910 -0.4904 -1.9638
N -1.6309 1.2816 -0.8871
N 2.5192 -0.8532 -2.4043
N 0.1535 -1.0837 -1.7585
C 5.4437 2.4959 1.1937
C 0.6742 1.7702 3.6526
C -4.0172 0.8638 -2.8185
C -2.5740 -4.2409 0.2596
C 3.3104 0.7645 1.6380
C -0.6037 -3.0563 1.8227
C 2.9275 0.1326 -3.4178
C 4.2175 2.7029 0.5673
C 5.5747 1.4111 2.0589
C -3.0333 1.4815 -0.4922
C -2.0043 2.0158 3.2259
C 4.7977 -1.1918 -1.5902
C -3.9540 1.8625 -1.6593
C 0.0222 1.1474 2.5853
C -6.3778 -1.1304 -0.9094
C 3.5052 -1.8741 -2.0057
C -0.0817 2.5371 4.5150
C 5.2872 -0.2278 -2.6684
C -3.6314 0.2665 0.2445
C 4.5170 0.5477 2.2898
C -2.8360 -3.9120 1.5858
C -1.8620 -3.3073 2.3632
C 3.1522 1.8411 0.7786
C -0.3370 -3.3942 0.4954
C 1.2711 -0.9748 -2.0637
C -1.3308 -3.9722 -0.2909
C -4.5263 -0.5399 -2.4946
C 6.6065 3.4158 0.9441
C 4.2125 0.8122 -2.9725
C -1.4503 2.6726 4.3061
H -1.1222 -4.2284 -1.3216
H -4.5310 -1.1382 -3.4080
H -3.0380 0.7493 -3.2923
H -1.5441 1.0070 -1.8591
H 0.1838 -2.6360 2.4392
H -6.0702 -2.3243 0.6471
H 0.6601 -3.2380 0.1062
H -8.2423 -0.3282 -1.1165
H 3.6725 -2.5489 -2.8521
H 2.1149 0.8462 -3.5478
H 1.7352 1.6377 3.8045
H 4.6249 -0.6524 -0.6546
H -2.0667 3.2646 4.9666
H 3.0827 -2.4334 -1.1761
H -1.0965 2.1314 -0.7574
H 0.3934 3.0283 5.3543
H 4.0073 1.3921 -2.0690
H 2.1961 2.0047 0.2977
H -6.5193 0.1395 -2.4370
H -4.6549 1.2895 -3.5997
H -3.0687 2.0711 3.0233
H 6.2937 4.3194 0.4236
H 6.5166 1.2474 2.5683
H 7.0848 3.7073 1.8790
H -4.6532 -1.7174 -0.0290
H 4.6130 -0.2843 2.9747
H -3.8012 -4.1434 2.0202
H 3.0797 -0.3879 -4.3696
H -3.0599 2.2957 0.2322
H 4.5382 1.5065 -3.7486
H 7.3629 2.9196 0.3330
H -3.8785 -1.0411 -1.7809
H 6.2085 0.2603 -2.3498
H -4.9518 2.0219 -1.2502
H -3.3391 -4.7160 -0.3416
H 4.0948 3.5562 -0.0892
H -8.0094 -1.2637 0.2889
H -3.6197 2.8216 -2.0632
H 5.5207 -0.7869 -3.5813
H 5.5439 -1.9632 -1.3931
H -2.0681 -3.0492 3.3934
*
```

## Properties
Gap between HOMO and LUMO: 8.540 eV
E_tot: -67283.809 eV
E_HOMO: -10.47 eV
Strongest force on any atom: 0.5 eV Å⁻¹
Energy above the lowest of the compared OMol25 structures with the same formula, charge and spin: 0.4 kJ/mol


No. 4
This record from OMol25 describes 2 unconnected molecules or ions with the total composition C4H9N5 at a distorted geometry. The level of theory is ωB97M-V/def2-TZVPD.

The geometry in ORCA input format:
```
! wB97M-V def2-TZVPD RIJCOSX def2/J DEFGRID3
* xyz 0 1
N -0.1138 -0.5535 1.7854
N -0.9586 1.2193 -0.3264
N 2.2972 -2.4330 0.2311
N -2.1381 0.8341 0.3627
N 0.5469 2.8059 0.8428
C 1.5573 -1.2496 0.0199
C 0.5728 -0.8307 0.7965
C -0.9687 0.9376 -1.7494
C -0.0424 2.0261 0.2287
H 1.9667 -2.9695 1.0227
H 0.3720 -0.2369 2.6221
H -1.9377 1.1918 -2.1747
H -0.7819 -0.1298 -1.9014
H -1.8910 0.0456 0.9718
H 2.3501 -3.0294 -0.5854
H -0.1947 1.5071 -2.2594
H 1.8115 -0.7054 -0.8786
H -2.4474 1.5702 0.9917
*
```

## Properties
Gap between HOMO and LUMO: 8.920 eV
SMILES: CN(N)C#N.N=C=CN
E_tot: -11740.775 eV
E_HOMO: -8.17 eV
Strongest force on any atom: 1.7 eV Å⁻¹
Energy above the lowest of the compared OMol25 structures with the same formula, charge and spin: 372.2 kJ/mol


No. 5
This record from OMol25 describes a molecular structure, C18H17BrFeN5O7S. The level of theory is ωB97M-V/def2-TZVPD.

The geometry in ORCA input format:
```
! wB97M-V def2-TZVPD RIJCOSX def2/J DEFGRID3
* xyz 0 2
Br 7.2341 -2.3483 0.2144
Fe -0.0511 -0.8224 0.0846
S -0.4874 -2.6592 1.3398
O 1.2239 -0.3253 1.5376
O 1.0497 2.5183 -2.0196
O 1.8073 -1.4909 -0.1704
O 0.6605 0.4384 -1.3170
O -0.5966 -1.9216 -1.5891
O -1.8569 0.4815 -2.4804
O 0.2446 -2.1679 -3.6205
N -2.6637 -4.0553 0.7235
N 5.1282 -0.2199 3.0245
N -2.0848 -0.6451 0.3957
N -2.8002 -1.8245 0.2815
N -0.6580 1.4439 0.8318
C -0.5079 -1.5308 -2.7383
C 3.5446 -0.9001 1.3714
C -1.9708 1.6522 0.8061
C 3.8862 -0.2545 2.5526
C -4.2486 0.4563 0.7110
C 5.8185 -1.5039 1.1352
C -0.3026 3.7751 1.1119
C -1.6687 3.9945 1.0952
C -2.1030 -2.8252 0.7233
C -2.5281 2.9156 0.9414
C -1.0989 1.6818 -2.4215
C -1.3368 -0.4440 -3.3807
C 4.5325 -1.5416 0.6383
C 2.1460 -0.9050 0.8921
C 0.3249 1.5475 -1.8746
C 6.0751 -0.8356 2.3255
C 0.1623 2.4733 0.9760
C -2.7601 0.4186 0.6198
H -1.0330 2.1441 -3.4110
H 3.1213 0.2477 3.1319
H -1.6491 2.3637 -1.7743
H -3.5993 3.0547 0.9126
H 1.2202 2.2458 0.9589
H 0.3987 4.5908 1.2125
H -4.6466 -0.5444 0.8333
H -2.0650 4.9967 1.1927
H 7.0829 -0.7997 2.7222
H -3.6460 -4.1417 0.5321
H -2.1727 -0.9772 -3.8481
H -4.5646 1.0872 1.5416
H 0.7209 -2.8684 -3.1454
H -4.6582 0.8809 -0.2096
H -2.1575 -4.8356 1.0960
H 4.2879 -2.0441 -0.2871
H -0.7540 0.0236 -4.1792
*
```

## Properties
Gap between HOMO and LUMO (spin up / spin down): 7.852 / 8.177 eV
E_tot: -155990.788 eV
E_HOMO (spin up / spin down): -8.34 / -8.33 eV
Strongest force on any atom: 0.4 eV Å⁻¹
Energy above the lowest of the compared OMol25 structures with the same formula, charge and spin: 24.1 kJ/mol


No. 6
This record from OMol25 describes 3 unconnected molecules or ions with the total composition C4H16NO3 at a distorted geometry. The level of theory is ωB97M-V/def2-TZVPD.

The geometry in ORCA input format:
```
! wB97M-V def2-TZVPD RIJCOSX def2/J DEFGRID3
* xyz 1 1
O 1.8257 -0.5273 -1.7920
O 0.6419 3.1590 -0.1221
O -0.8092 0.9161 3.0530
N 0.4890 0.3499 0.3479
C -0.5838 -0.4404 -0.3963
C 1.1683 -1.8164 -1.7674
C -1.7856 -0.4890 0.5384
C 0.0552 -1.8111 -0.7127
H 0.0469 3.9164 -0.1278
H -1.6933 -1.3133 1.2390
H 0.3552 -2.2571 0.2355
H -2.7445 -0.3223 0.0699
H -1.0226 1.1985 3.9478
H 0.2606 1.3602 0.3136
H 1.3577 0.2918 -0.2007
H 1.5179 3.4099 -0.4240
H 0.7430 -1.9725 -2.7567
H -0.7454 -2.4925 -1.0220
H -0.8195 0.0515 -1.3378
H 2.3941 -0.4890 -2.5664
H -1.7206 0.3996 1.1643
H 1.9161 -2.5483 -1.4661
H 0.5803 0.1541 1.3479
H -1.4272 1.2723 2.4348
*
```

## Properties
Gap between HOMO and LUMO: 11.809 eV
E_tot: -12034.067 eV
E_HOMO: -14.53 eV
Strongest force on any atom: 1.7 eV Å⁻¹
Energy above the lowest of the compared OMol25 structures with the same formula, charge and spin: 54.5 kJ/mol


Look up the energy above the lowest of the compared OMol25 structures with the same formula, charge and spin of the first one.
0.0 kJ/mol